[1]
{"formula": "C7H34O12", "method": "ωB97M-V/def2-TZVPD", "species": ["O", "C", "C", "C", "C", "C", "C", "C", "H", "H", "H", "H", "H", "H", "H", "H", "H", "H", "H", "H", "H", "H", "O", "H", "H", "O", "H", "H", "O", "H", "H", "O", "H", "H", "O", "H", "H", "O", "H", "H", "O", "H", "H", "O", "H", "H", "O", "H", "H", "O", "H", "H", "O"], "positions_angstrom": [[-2.395, 2.053, 0.822], [-1.329, 1.668, 1.309], [-0.864, 0.265, 1.120], [0.672, 0.052, 1.315], [1.486, 0.021, 0.092], [2.273, 1.067, -0.136], [1.369, -1.379, -0.623], [2.402, -2.271, 0.166], [-0.568, 2.378, 1.479], [-1.383, -0.186, 2.038], [-1.215, -0.204, 0.148], [0.980, -0.820, 1.983], [1.063, 0.850, 1.918], [2.199, 1.943, 0.542], [2.855, 1.305, -0.938], [0.342, -1.799, -0.557], [1.833, -1.362, -1.630], [3.352, -2.275, -0.399], [2.028, -3.305, 0.147], [2.715, -2.092, 1.187], [4.856, -0.801, 0.924], [4.956, 0.664, 1.306], [4.812, 0.110, 0.605], [0.378, 1.533, -3.871], [1.853, 1.528, -4.369], [0.979, 1.174, -4.646], [-1.603, -2.587, -0.283], [-0.377, -2.596, 0.580], [-1.266, -3.039, 0.515], [-0.470, 1.318, -2.536], [-0.308, 2.770, -2.218], [0.166, 2.004, -2.181], [-2.096, 3.816, -1.766], [-0.953, 4.782, -1.111], [-1.296, 4.366, -1.999], [-1.884, -1.405, 3.798], [-2.475, -1.875, 2.449], [-2.563, -1.284, 3.125], [-3.876, 2.877, 0.022], [-4.610, 1.929, -0.681], [-4.125, 2.629, -0.818], [-2.911, -0.192, -1.608], [-3.380, 0.081, -2.896], [-3.056, 0.559, -2.083], [0.348, -0.476, -3.305], [0.667, -1.876, -4.025], [0.165, -1.405, -3.194], [1.004, -4.172, 2.188], [-0.507, -4.394, 2.030], [0.152, -4.112, 2.757], [-0.198, 0.086, 4.053], [-0.459, 1.374, 4.775], [0.267, 0.705, 4.480]], "total_charge": 1, "spin_multiplicity": 2, "relative_energy_kj_mol": 16.0, "e_homo_ev": [-13.00, -13.00]}

[2]
{"formula": "C4H14O2", "method": "ωB97M-V/def2-TZVPD", "species": ["C", "C", "C", "C", "H", "H", "H", "H", "H", "H", "H", "H", "H", "H", "H", "H", "O", "H", "H", "O"], "positions_angstrom": [[3.063, -1.373, -0.051], [2.692, -0.120, 0.694], [3.248, 1.174, 0.019], [1.170, 0.101, 0.833], [2.338, -2.175, 0.184], [2.946, -1.252, -1.131], [4.090, -1.557, 0.272], [3.183, -0.126, 1.686], [2.966, 2.131, 0.624], [3.204, 1.283, -1.071], [4.334, 1.206, -0.009], [0.704, -0.833, 0.918], [1.020, 0.656, 1.743], [0.658, 0.603, -0.017], [-4.768, 0.807, 0.130], [-5.142, 0.736, -1.369], [-4.370, 0.782, -0.754], [-7.423, -0.455, -0.187], [-7.016, -0.582, -1.718], [-6.896, -1.006, -0.797]], "total_charge": -1, "spin_multiplicity": 2, "relative_energy_kj_mol": 65.5, "e_homo_ev": [0.95, -6.12]}

[3]
{"formula": "C17H30NO7P", "method": "ωB97M-V/def2-TZVPD", "species": ["C", "C", "P", "C", "C", "C", "N", "C", "O", "C", "C", "C", "C", "C", "H", "H", "H", "H", "H", "H", "H", "H", "H", "H", "H", "H", "H", "H", "H", "H", "H", "H", "H", "H", "H", "H", "O", "C", "O", "C", "C", "O", "H", "H", "H", "H", "O", "C", "O", "C", "C", "O", "H", "H", "H", "H"], "positions_angstrom": [[3.799, -0.948, 3.114], [3.563, 0.247, 2.173], [2.448, 1.557, 2.866], [3.083, 3.037, 1.936], [0.887, 1.357, 1.867], [-0.128, 2.461, 2.177], [-1.381, 2.031, 1.532], [-1.268, 0.666, 1.233], [-2.076, 0.060, 0.570], [-0.034, 0.105, 1.936], [-0.579, -0.250, 3.356], [0.419, -0.397, 4.496], [0.463, -1.181, 1.282], [1.141, -1.094, -0.090], [4.862, -1.118, 3.269], [3.357, -0.784, 4.095], [3.385, -1.871, 2.710], [3.216, -0.103, 1.203], [4.504, 0.760, 1.984], [3.370, 3.815, 2.641], [2.338, 3.447, 1.256], [3.958, 2.777, 1.341], [1.152, 1.477, 0.809], [-0.289, 2.520, 3.257], [0.153, 3.455, 1.838], [-1.643, 2.546, 0.702], [-1.353, 0.462, 3.645], [-1.096, -1.202, 3.226], [1.333, -0.893, 4.172], [0.705, 0.556, 4.933], [-0.021, -1.003, 5.289], [1.135, -1.662, 1.997], [-0.409, -1.829, 1.194], [1.964, -1.805, -0.144], [0.461, -1.330, -0.904], [1.549, -0.109, -0.307], [-7.054, 0.876, -3.512], [-5.976, 0.534, -3.142], [-5.746, -0.435, -2.229], [-4.339, -0.721, -2.202], [-3.748, 0.562, -2.747], [-4.810, 1.065, -3.573], [-4.022, -0.943, -1.188], [-4.143, -1.577, -2.849], [-3.546, 1.285, -1.956], [-2.853, 0.414, -3.341], [-1.109, -0.955, -2.852], [-0.470, -1.278, -3.802], [-0.647, -2.424, -4.494], [0.138, -2.364, -5.691], [1.205, -1.347, -5.321], [0.533, -0.550, -4.338], [0.522, -3.354, -5.915], [-0.499, -2.019, -6.507], [2.076, -1.811, -4.855], [1.520, -0.711, -6.142]], "smiles": "CCP(C)[C@@H]1CNC(=O)C1(CC)CC.O=C1OCCO1.O=C1OCCO1", "total_charge": 0, "e_homo_ev": -8.67}

[4]
{"formula": "C21H45N8O4", "method": "ωB97M-V/def2-TZVPD", "species": ["C", "C", "O", "N", "C", "C", "N", "C", "C", "O", "N", "C", "C", "C", "C", "C", "C", "C", "N", "C", "N", "N", "C", "N", "N", "H", "H", "H", "H", "H", "H", "H", "H", "H", "H", "H", "H", "H", "H", "H", "H", "H", "H", "H", "H", "H", "H", "H", "H", "H", "H", "H", "H", "H", "C", "C", "C", "O", "H", "H", "H", "H", "H", "H", "H", "H", "C", "C", "C", "O", "H", "H", "H", "H", "H", "H", "H", "H"], "positions_angstrom": [[-0.708, -0.319, -4.887], [-1.811, -0.515, -3.906], [-2.924, -0.080, -4.030], [-1.463, -1.296, -2.709], [-2.242, -2.543, -2.636], [-1.475, -0.496, -1.583], [-0.363, -0.054, -0.985], [1.006, -0.384, -1.380], [1.278, -1.890, -1.239], [1.402, -2.349, -0.126], [1.298, -2.627, -2.415], [2.391, -2.273, -3.328], [1.212, -4.072, -2.197], [-0.704, 0.733, 0.108], [0.248, 1.419, 1.034], [-0.196, 2.851, 1.361], [0.647, 3.471, 2.483], [1.072, 4.914, 2.199], [1.040, 5.718, 3.444], [0.987, 7.117, 3.251], [-0.013, 7.728, 2.778], [2.160, 7.806, 3.683], [-2.053, 0.750, 0.139], [-2.507, 0.002, -0.913], [-3.853, -0.107, -1.225], [-0.051, -1.186, -4.915], [-1.120, -0.093, -5.865], [-0.102, 0.534, -4.572], [-1.960, -3.083, -1.736], [-3.320, -2.396, -2.679], [-1.956, -3.161, -3.486], [1.215, -0.020, -2.380], [1.642, 0.097, -0.651], [3.316, -2.777, -3.044], [2.140, -2.582, -4.342], [2.560, -1.199, -3.348], [0.811, -4.527, -3.101], [0.521, -4.270, -1.384], [2.174, -4.528, -1.967], [1.215, 1.499, 0.545], [0.359, 0.835, 1.947], [-0.088, 3.444, 0.450], [-1.249, 2.872, 1.636], [0.046, 3.510, 3.382], [1.536, 2.860, 2.642], [0.417, 5.385, 1.471], [2.088, 4.932, 1.792], [1.883, 5.521, 3.969], [-0.775, 7.074, 2.604], [1.874, 8.631, 4.196], [2.679, 8.118, 2.870], [-2.724, 1.260, 0.804], [-4.292, -0.825, -0.664], [-3.973, -0.236, -2.222], [-4.163, 5.014, 4.351], [-3.272, 3.784, 4.398], [-3.302, 3.116, 5.764], [-1.929, 4.124, 4.036], [-3.820, 5.755, 5.077], [-4.132, 5.475, 3.364], [-5.198, 4.762, 4.585], [-3.598, 3.070, 3.638], [-2.936, 3.806, 6.528], [-2.661, 2.235, 5.777], [-4.314, 2.815, 6.034], [-1.601, 4.761, 4.682], [4.726, -7.953, -2.587], [3.287, -7.644, -2.210], [2.636, -8.801, -1.469], [2.525, -7.299, -3.371], [4.764, -8.819, -3.254], [5.176, -7.110, -3.112], [5.327, -8.176, -1.706], [3.262, -6.752, -1.580], [2.615, -9.691, -2.103], [1.608, -8.557, -1.202], [3.184, -9.045, -0.558], [2.523, -8.065, -3.955]], "total_charge": 1, "e_homo_ev": -10.96}

[5]
{"formula": "C2H2NO4", "method": "ωB97M-V/def2-TZVPD", "species": ["O", "N", "O", "C", "C", "O", "O", "H", "H"], "positions_angstrom": [[-0.405, -2.200, -2.477], [-0.514, -1.220, -1.811], [0.625, -1.177, -0.613], [0.609, 0.033, -0.014], [-0.461, 0.442, 0.758], [-1.531, -0.112, 0.948], [-0.246, 1.590, 1.636], [1.308, 0.822, -0.281], [0.614, 1.822, 1.853]], "smiles": "O=NO/C=C(\\[O-])O", "total_charge": -1, "relative_energy_kj_mol": 556.3, "e_homo_ev": [-2.31, -2.31]}